# C34H44BrN3O3PPtS

A structure of composition C34H44BrN3O3PPtS (ωB97M-V with the def2-TZVPD basis set, the OMol25 dataset).

LUMO (spin up / spin down): -2.8 / -3.8 eV
spin multiplicity: 3
highest occupied orbital energy (spin up / spin down): -10.92 / -11.88 eV
net charge: +1
<S²>: 2.006

```
88
Properties=species:S:1:pos:R:3:forces:R:3
Pt -0.03068 0.09590 -0.16210 -0.24 -0.14 -0.35
Br 0.99557 1.80932 -2.99957 -0.04 0.02 0.07
C 0.24139 2.83212 -1.60354 0.00 -0.14 0.07
C 0.09233 4.19526 -1.74138 -0.03 0.12 0.04
C -0.47552 4.89614 -0.68481 0.03 0.05 -0.09
C -0.87093 4.22004 0.45571 -0.03 0.03 0.03
C -0.67803 2.85540 0.51406 0.06 0.03 -0.05
N -0.12665 2.17937 -0.50301 0.14 -0.24 -0.18
C -1.08256 2.04453 1.73546 0.01 -0.13 -0.03
O -1.72026 2.59959 2.59931 0.01 -0.02 0.12
O -0.70472 0.80365 1.72059 -0.24 0.16 0.25
H 0.41182 4.68907 -2.64682 -0.01 -0.01 0.01
H -0.60646 5.96742 -0.76320 0.00 -0.01 0.00
H -1.32562 4.70859 1.30558 0.00 0.00 -0.01
S -6.18930 0.72097 -2.69470 0.01 -0.02 0.00
C -4.57037 0.36382 -2.03029 -0.02 -0.02 -0.06
C -4.35470 0.33310 -0.66002 -0.01 -0.04 0.03
C -3.08429 0.06483 -0.18542 0.02 -0.16 -0.02
N -2.05253 -0.16793 -1.00763 -0.22 0.39 0.13
C -2.25469 -0.14045 -2.32861 -0.05 -0.09 0.03
C -3.49536 0.12043 -2.87792 -0.01 -0.03 0.00
C -6.81826 -0.95664 -2.69162 0.05 0.07 0.04
C -6.62258 -1.78008 -3.78878 -0.01 -0.03 -0.01
C -7.12155 -3.07429 -3.73135 -0.05 -0.04 0.07
N -7.77850 -3.56475 -2.68176 0.04 0.12 0.00
C -7.97170 -2.75398 -1.64300 0.01 -0.06 -0.07
C -7.51528 -1.44282 -1.59693 0.00 -0.02 -0.02
H -5.16322 0.52082 0.03303 0.02 0.00 0.00
H -2.86940 0.02803 0.87546 0.02 0.05 -0.01
H -1.39637 -0.34116 -2.95706 0.03 0.07 0.02
H -3.62389 0.13736 -3.95143 0.01 0.00 0.01
H -6.10327 -1.42332 -4.66841 -0.01 -0.01 0.01
H -6.98888 -3.74778 -4.57096 0.00 0.01 0.01
H -8.51999 -3.17017 -0.80510 0.01 0.01 -0.01
H -7.70350 -0.81789 -0.73407 -0.01 -0.02 -0.01
O 0.15281 -1.95637 0.20402 0.24 -0.01 -0.11
P 1.25992 -2.95262 -0.17394 -0.05 0.04 -0.01
C 0.55029 -4.12927 -1.34874 -0.04 0.07 -0.07
C 0.05071 -3.38358 -2.62030 0.07 -0.08 0.00
C 0.89694 -3.73939 -3.84059 -0.02 -0.04 0.03
C 0.83116 -5.24283 -4.14460 -0.01 0.01 0.05
C 0.81323 -6.09493 -2.85946 -0.01 0.07 -0.02
C 1.44128 -5.33521 -1.69352 -0.07 -0.02 -0.01
C 2.64666 -2.11282 -1.00023 0.08 0.03 0.08
C 2.99140 -0.75161 -0.37998 0.03 -0.03 0.09
C 4.01959 -0.04080 -1.25099 0.05 -0.10 0.00
C 5.31962 -0.87785 -1.36837 -0.06 0.00 -0.01
C 5.18594 -2.25170 -0.70910 -0.04 0.05 -0.04
C 3.92825 -2.98301 -1.18126 0.00 0.09 0.00
C 1.80984 -3.83905 1.29801 -0.11 0.09 0.11
C 0.61392 -4.57628 1.96418 0.03 0.05 0.03
C 0.00063 -3.72881 3.07769 0.08 -0.01 0.00
C 1.00709 -3.52983 4.22178 0.01 0.00 -0.04
C 2.45215 -3.45623 3.70022 -0.05 -0.01 -0.04
C 2.48934 -2.86646 2.29192 -0.03 -0.11 0.04
H -0.32458 -4.50331 -0.80933 -0.04 -0.02 -0.04
H 0.04633 -2.30139 -2.45687 -0.02 0.01 0.00
H -0.98973 -3.65601 -2.81105 0.01 -0.02 0.02
H 1.93571 -3.44022 -3.66420 -0.02 0.00 -0.01
H 0.55708 -3.17111 -4.70745 0.02 0.02 -0.01
H 1.68409 -5.52005 -4.76617 -0.01 0.00 0.00
H -0.06363 -5.45417 -4.73299 0.01 -0.01 -0.01
H 1.33520 -7.03733 -3.02228 -0.01 -0.01 0.00
H -0.21533 -6.35062 -2.58955 0.01 -0.01 -0.01
H 2.44565 -5.01691 -1.97678 0.02 0.00 0.01
H 1.54452 -5.98323 -0.82104 0.00 0.01 0.01
H 2.22444 -1.89588 -1.98944 0.05 0.03 -0.03
H 3.36337 -0.85471 0.63896 0.00 -0.05 0.01
H 2.07057 -0.14594 -0.29148 0.35 0.12 -0.09
H 4.23231 0.94791 -0.84362 0.00 0.00 0.00
H 3.58529 0.11497 -2.24193 0.00 0.03 0.01
H 6.15511 -0.34166 -0.91881 0.01 0.00 -0.01
H 5.57114 -1.01586 -2.42210 0.02 0.01 0.01
H 5.16724 -2.14476 0.37850 0.01 -0.01 -0.01
H 6.06074 -2.85982 -0.94054 0.01 -0.01 0.01
H 3.84613 -3.93516 -0.65700 0.02 -0.01 0.02
H 4.04321 -3.22556 -2.24049 -0.03 -0.03 0.00
H 2.54169 -4.57744 0.95993 0.01 -0.02 0.01
H 0.97711 -5.51766 2.38293 0.01 0.00 -0.01
H -0.14785 -4.84530 1.23076 0.01 -0.02 0.01
H -0.90344 -4.20830 3.45279 -0.02 0.00 -0.01
H -0.30370 -2.76518 2.66306 0.00 -0.01 0.01
H 0.92367 -4.35146 4.93543 0.00 0.01 0.01
H 0.76102 -2.61552 4.76439 0.00 -0.01 0.00
H 2.89778 -4.45501 3.67367 0.01 0.01 0.01
H 3.06938 -2.85875 4.37076 0.01 -0.01 0.01
H 3.51857 -2.67875 1.98252 0.00 0.01 -0.03
H 1.96461 -1.90593 2.30006 0.02 0.01 -0.02
```
Positions in Å, forces in eV/Å.

Table of Löwdin atomic charges, one value per atom, all in e: 1.184, 0.825, -0.705, -0.079, -0.009, 0.033, -0.164, -0.082, -0.605, 0.101, -0.159, 0.112, 0.125, 0.134, 0.999, -0.491, -0.037, -0.087, -0.059, -0.127, -0.049, -0.518, -0.081, -0.133, 0.070, -0.130, -0.078, 0.120, 0.121, 0.087, 0.116, 0.105, 0.110, 0.111, 0.106, -0.463, 0.842, -0.339, -0.181, -0.194, -0.178, -0.177, -0.186, -0.326, -0.226, -0.178, -0.169, -0.194, -0.168, -0.336, -0.173, -0.187, -0.181, -0.183, -0.186, 0.117, 0.072, 0.125, 0.099, 0.114, 0.112, 0.111, 0.113, 0.117, 0.098, 0.117, 0.109, 0.108, 0.020, 0.115, 0.083, 0.111, 0.113, 0.104, 0.119, 0.093, 0.115, 0.116, 0.124, 0.096, 0.115, 0.102, 0.111, 0.113, 0.117, 0.114, 0.102, 0.116


# C3H6N2O3

The molecule C3H6N2O3 at a distorted geometry (ωB97M-V with the def2-TZVPD basis set, the OMol25 dataset).

LUMO (spin up / spin down): 0.5 / 0.4 eV
relative energy (zero: lowest compared OMol25 entry of this formula, charge and spin): 528.3 kJ/mol
spin multiplicity: 1
highest occupied orbital energy (spin up / spin down): -8.12 / -8.37 eV
net charge: 0

```
14
Properties=species:S:1:pos:R:3:forces:R:3
C -0.73199 -0.97599 0.32171 -0.19 -1.22 0.56
C 0.46295 -0.31989 0.95532 0.00 0.07 -0.35
N -1.19174 0.57540 -0.97653 -0.56 1.01 -0.14
N -1.79516 -0.32738 -0.21785 0.90 0.81 0.00
C 1.66868 -0.50142 0.05398 0.03 0.03 -0.30
O -1.62710 1.86060 -0.51974 -0.01 -0.44 -0.14
O 1.99662 0.63922 -0.59178 0.03 -0.02 0.06
O 2.23663 -1.54499 -0.13891 -0.06 0.17 0.13
H -1.20826 2.47312 -1.13959 -0.04 -0.14 0.01
H 2.69471 0.42973 -1.23264 -0.04 -0.08 0.14
H -2.72147 -0.16536 0.17715 0.01 -0.12 -0.14
H -0.74178 -2.05861 0.28904 -0.06 -0.08 0.20
H 0.27222 0.73845 1.11869 0.02 -0.01 0.02
H 0.68569 -0.82288 1.90114 -0.03 0.03 -0.05
```
Positions in Å, forces in eV/Å.

Table of Löwdin atomic charges, one value per atom, all in e: -0.096, -0.102, -0.023, -0.083, -0.533, -0.065, 0.092, 0.098, 0.085, 0.127, 0.153, 0.110, 0.113, 0.124


# C6H10

The molecule C6H10 (ωB97M-V with the def2-TZVPD basis set, the OMol25 dataset).

SMILES: C[C@H]1C[C@H]2C[C@H]21
LUMO: 1.2 eV
relative energy (zero: lowest compared OMol25 entry of this formula, charge and spin): 138.2 kJ/mol
spin multiplicity: 1
highest occupied orbital energy: -9.52 eV
net charge: 0

```
16
Properties=species:S:1:pos:R:3:forces:R:3
C -0.90195 -0.79506 1.34429 -0.01 -0.03 0.02
C -0.56445 0.47524 0.56355 -0.10 0.00 0.07
C 0.93861 0.87294 0.51575 0.13 0.06 0.12
C 0.98733 0.51846 -0.96890 0.19 0.17 -0.15
C 0.36593 -0.79706 -1.35045 0.05 -0.15 -0.02
C -0.52481 0.33643 -0.96841 -0.29 0.04 -0.11
H -1.13581 -0.58117 2.39247 0.04 0.03 -0.14
H -1.75875 -1.31347 0.89874 0.06 0.10 0.11
H -0.05668 -1.49266 1.34309 -0.17 0.09 0.00
H -1.20504 1.30037 0.89156 0.13 -0.11 -0.08
H 1.04386 1.95944 0.60980 0.01 -0.19 0.08
H 1.62536 0.39603 1.22510 -0.08 -0.08 -0.16
H 1.61442 1.04221 -1.68416 -0.20 -0.02 0.06
H 0.43785 -1.69670 -0.74236 0.03 0.22 -0.04
H 0.38545 -0.99405 -2.41985 0.11 0.03 0.17
H -1.25131 0.76905 -1.65023 0.09 -0.15 0.09
```
Positions in Å, forces in eV/Å.

Table of Löwdin atomic charges, one value per atom, all in e: -0.076, -0.315, -0.119, -0.211, -0.095, -0.204, 0.073, 0.082, 0.069, 0.130, 0.108, 0.105, 0.124, 0.095, 0.104, 0.130


# C6H9ClN2

The molecule C6H9ClN2 at a distorted geometry (ωB97M-V with the def2-TZVPD basis set, the OMol25 dataset).

LUMO (spin up / spin down): 0.8 / -3.2 eV
relative energy (zero: lowest compared OMol25 entry of this formula, charge and spin): 132.3 kJ/mol
spin multiplicity: 3
highest occupied orbital energy (spin up / spin down): -6.20 / -9.36 eV
net charge: 0
<S²>: 2.018

```
18
Properties=species:S:1:pos:R:3:forces:R:3
C 1.40457 -0.31076 -0.20974 -1.02 -3.48 0.96
C 1.18273 -1.51219 0.56302 2.93 0.77 -0.16
C 0.41975 -0.02615 -1.36954 0.19 1.68 1.18
C -0.50160 1.06725 -0.86043 -1.69 1.06 1.24
C -1.50598 0.66331 0.26275 0.29 0.83 -3.15
C -1.48978 0.73138 1.54229 3.67 0.85 1.77
N 2.22094 0.56656 0.19259 0.74 2.46 -1.27
N 0.17446 -2.20905 0.29413 -2.07 -2.04 -0.01
Cl -3.08228 0.28984 -0.44280 -0.01 -0.49 -0.15
H 2.09229 -1.79412 1.21349 -1.61 0.38 -0.56
H 0.88437 0.46479 -2.26704 -0.12 -1.46 0.49
H -0.14026 -0.97373 -1.34271 0.32 -0.02 -0.99
H -0.00085 2.03982 -0.64749 0.06 -0.86 0.40
H -1.21134 1.38213 -1.60419 0.01 -0.08 -0.98
H -0.62529 1.01753 2.16950 -0.16 -0.01 -0.92
H 2.29321 1.39264 -0.36899 1.13 1.04 0.53
H -2.21242 0.32068 2.10751 -2.87 -0.97 1.66
H 0.09750 -3.10992 0.76764 0.19 0.35 -0.05
```
Positions in Å, forces in eV/Å.

Table of Löwdin atomic charges, one value per atom, all in e: -0.413, -0.266, -0.100, -0.238, -0.684, -0.043, 0.235, 0.053, 0.635, 0.138, 0.136, 0.104, 0.121, 0.066, 0.091, 0.090, 0.019, 0.057